ORCA calculation (ωB97M-V/def2-TZVPD) on a structure of composition C13H23Cl10FO3.

Geometry as XYZ:
```
50
Properties=species:S:1:pos:R:3:forces:R:3:lowdin_charge:R:1
Cl 2.620909 1.413779 1.578783 -0.7 0.0 0.4 0.553
Cl 2.893409 -1.894441 1.310943 0.3 -2.0 0.5 0.542
Cl -0.605061 -2.761941 -1.465817 -5.2 0.2 -1.1 0.762
Cl 2.732669 -0.549321 -4.859147 0.0 1.0 -1.0 0.572
Cl 0.792299 -0.637291 0.441553 -0.8 -8.2 -13.0 0.903
Cl -0.072511 -2.259421 -4.150867 -1.0 -0.2 -2.4 0.639
Cl 2.040929 0.485479 4.748993 0.4 0.8 1.8 0.618
Cl -4.567681 3.206789 -0.217427 -1.7 0.1 0.0 0.632
Cl -2.897661 0.527029 -1.068757 -4.6 2.0 -1.7 0.875
Cl 2.108719 -4.485331 -0.165237 0.6 -1.1 -1.3 0.604
F -1.418971 4.061609 1.961073 -1.3 1.3 0.0 0.103
O -1.163341 1.708029 0.323483 0.5 8.0 5.8 -0.182
O -1.966051 0.114179 1.627513 -0.9 2.9 4.4 0.161
O -0.940791 1.979609 2.504653 -3.8 2.3 0.7 0.091
C -0.413001 3.196349 1.922143 -0.2 -0.9 -1.0 -0.221
C 1.417829 -2.935851 1.791053 0.2 0.0 0.5 -0.576
C 1.387449 -0.258021 3.346013 0.1 -1.2 -0.8 -0.777
C -2.892131 3.177579 -0.615687 0.1 0.6 -1.5 -0.694
C 2.573419 -1.937291 -3.843367 -0.5 -1.1 1.5 -0.673
C -1.423931 1.172989 1.559723 -1.4 -0.2 0.4 -0.518
C 0.802039 -3.640281 0.595883 1.1 -0.5 3.1 -0.772
C -0.836311 -0.314241 -0.239927 0.5 -7.4 -4.4 -0.565
C 1.198679 -1.920431 -3.045577 4.2 -0.1 -2.0 -0.754
C -2.553461 2.142849 -1.762007 0.1 0.6 1.7 -0.433
C -0.928521 -1.024481 -1.607117 1.4 1.3 -0.1 -0.624
C 1.045409 0.694009 2.265593 2.5 4.1 5.1 -0.708
C -0.209171 2.731419 0.460603 0.7 2.2 -0.1 -0.032
H 1.778389 -3.570901 2.600243 0.4 -0.5 -0.5 0.081
H 0.358729 1.489629 2.554693 3.9 -1.5 1.0 -0.002
H 0.635129 -2.384881 2.312493 0.3 0.6 -0.5 0.050
H -2.612591 4.163969 -0.985837 -0.1 0.2 -0.1 0.082
H 2.142809 -0.965491 3.003913 -0.1 0.7 0.4 -0.049
H 3.488349 -1.927821 -3.250977 -0.5 0.1 0.8 0.062
H -3.018391 2.289129 -2.736967 -0.7 0.1 0.5 0.092
H -0.122501 -0.581441 -2.192047 -1.1 -0.1 0.5 0.015
H 2.694879 -2.861191 -4.408837 -0.5 0.1 -0.3 0.065
H -0.501221 3.547119 -0.200787 0.0 0.1 0.1 0.143
H -1.033231 0.757429 -0.210717 2.0 -4.8 -3.5 -0.168
H -1.625631 -0.746451 0.375103 1.5 -1.0 -1.1 0.053
H 0.121679 -4.366691 1.040333 -0.1 -0.2 -0.1 0.087
H 0.233589 -3.047381 -0.120667 1.7 -0.4 2.2 -0.191
H -1.801201 -0.828621 -2.230147 0.3 -1.0 0.6 0.020
H -2.437611 3.068699 0.369023 -0.4 0.0 -1.3 0.029
H 0.964549 -0.917661 -2.688197 1.8 -0.8 -0.2 0.018
H 0.804979 2.453219 0.173873 -0.1 -0.5 0.4 0.107
H 0.381059 3.693979 2.478863 0.5 -1.1 0.1 0.194
H 0.640049 0.145669 1.415233 -0.9 4.7 5.8 -0.346
H 1.105399 -2.719881 -2.310547 1.6 0.8 -0.5 -0.037
H 0.569689 -0.931841 3.601623 -0.5 0.6 0.3 0.083
H -1.492081 2.248069 -1.986717 0.3 -0.4 0.2 0.086
```
Forces are in eV/Å.

HOMO level = -8.05 eV
lowest unoccupied orbital energy = 0.039 eV
total energy = -147920.2113 eV
gap between HOMO and LUMO = 0.2972 Eh
spin multiplicity = 1


ORCA calculation (ωB97M-V/def2-TZVPD) on a structure of composition C13H23ClEuNO4P.

Geometry as XYZ:
```
44
Properties=species:S:1:pos:R:3:forces:R:3:lowdin_charge:R:1
Eu -0.343168 -0.537670 1.907852 -0.4 0.2 -1.1 1.411
Cl -1.884806 -0.825297 5.034358 0.2 -0.3 -0.1 0.699
P -1.719825 1.207443 0.066449 -0.2 -0.8 -0.3 0.727
O -1.838198 -1.113090 3.517901 -0.1 0.2 0.9 -0.625
O -1.293301 -1.964404 5.682364 -0.4 0.8 -0.4 -0.312
O -1.101433 0.376892 5.239242 -0.4 -0.7 -0.3 -0.385
O -3.256642 -0.638274 5.385253 0.7 -0.1 -0.3 -0.296
N 3.223335 0.213995 -0.571103 0.4 -0.4 0.0 -0.285
C 2.515920 0.764029 -1.708283 0.0 0.2 0.0 -0.080
C -0.360557 -1.062977 -0.667303 0.3 0.0 1.7 -0.246
C 0.509230 -2.643190 -2.282090 0.5 0.3 0.3 -0.059
C -1.561392 -1.051162 -1.365118 -0.6 -0.6 -0.9 -0.369
C -1.749993 -1.832156 -2.522098 0.4 0.4 0.4 -0.048
C -3.070712 2.300217 0.572499 0.0 0.2 0.4 -0.297
C 0.684282 -1.859033 -1.117985 -0.5 -0.8 -0.9 -0.313
C 4.025849 1.202262 0.124007 -0.2 -0.1 0.0 -0.103
C -0.684412 -2.612276 -2.995255 -0.4 0.1 0.2 -0.084
C 2.459041 -0.639173 0.315149 0.5 0.2 -0.2 -0.269
C -2.646409 -0.131918 -0.851815 0.1 0.4 0.7 -0.316
C 1.979669 -1.949685 -0.354017 0.3 0.1 0.4 -0.159
C -1.160538 2.109939 -1.409131 0.5 0.3 0.0 -0.276
H 3.415622 1.967209 0.642775 0.0 0.0 -0.1 0.086
H 1.348751 -3.268271 -2.605591 -0.3 0.2 -0.1 0.108
H 4.665338 1.712117 -0.608075 -0.1 -0.1 0.3 0.085
H -0.017953 1.940600 2.754200 0.0 -0.2 0.3 0.031
H -0.803352 -3.191918 -3.910601 0.1 0.1 0.3 0.100
H 4.645530 0.700929 0.879256 0.0 0.2 -0.2 0.085
H -3.651315 1.825441 1.373090 0.0 0.2 -0.2 0.044
H 1.707275 1.467088 -1.419399 0.1 -0.1 0.0 0.075
H -3.249600 0.345321 -1.639598 0.1 -0.3 0.1 0.089
H 2.065348 -0.031972 -2.312887 0.2 0.2 0.1 0.086
H 2.778905 -2.317392 -1.021310 -0.2 0.2 0.3 0.124
H 1.612431 -0.003950 0.712483 0.1 -0.3 -0.1 0.024
H -3.333224 -0.616788 -0.134105 0.2 0.0 -0.3 0.089
H 1.899475 -2.708392 0.450404 -0.1 0.2 -0.3 0.112
H 0.038237 1.598276 3.440621 0.0 0.1 -0.4 0.033
H -2.050819 2.411061 -1.971473 0.2 0.1 0.0 0.047
H -3.701928 2.515167 -0.288496 -0.2 0.1 0.1 0.040
H 3.112227 -0.888624 1.170461 -0.3 0.1 -0.4 0.110
H -2.620247 3.223946 0.954385 -0.3 -0.1 0.0 0.042
H -2.715679 -1.793231 -3.027892 0.3 -0.1 -0.1 0.106
H -0.594230 2.994945 -1.090757 -0.1 -0.1 -0.3 0.044
H 3.246356 1.325917 -2.309140 -0.3 -0.2 0.0 0.089
H -0.523088 1.478050 -2.039227 -0.2 0.1 0.2 0.036
```
Forces are in eV/Å.

HOMO level (alpha / beta) = -5.66 / -8.24 eV
lowest unoccupied orbital energy (alpha / beta) = -1.576 / -0.320 eV
total energy = -64662.4945 eV
gap between HOMO and LUMO (alpha / beta) = 0.1502 / 0.2912 Eh
spin multiplicity = 8


ORCA calculation (ωB97M-V/def2-TZVPD) on a structure of composition C13H23I2MnOP2.

Geometry as XYZ:
```
42
Properties=species:S:1:pos:R:3:forces:R:3:lowdin_charge:R:1
I -0.123851 1.443666 -2.168252 0.3 0.1 0.2 0.764
I 0.144455 -3.107188 -1.886174 0.0 -0.2 0.1 0.506
Mn -0.023518 0.462736 0.177798 0.1 -2.4 -1.1 -0.036
P -2.198683 -0.214525 -0.192637 -2.3 0.0 -0.1 0.711
P 2.183083 -0.119277 -0.197793 2.5 0.5 0.0 0.753
O -0.090055 3.287136 1.214561 0.5 -4.4 -1.5 0.231
C -3.181781 1.280495 0.175653 0.2 0.3 0.0 -0.226
C -0.008938 -0.216059 2.020777 -0.1 0.3 0.1 -0.289
C 0.016535 -1.634983 1.943616 -0.1 0.7 0.2 -0.176
C 0.011588 2.196181 0.833631 -0.3 6.0 2.3 -0.190
C -0.006021 0.480380 3.236341 0.0 -0.3 0.7 -0.063
C 0.033153 -2.352112 3.139189 0.1 0.1 -0.3 -0.041
C 2.810832 -0.565378 -1.866086 -0.3 0.1 0.1 -0.276
C 0.015368 -0.281724 4.424541 0.0 0.2 -0.5 -0.031
C -2.957790 -1.417526 0.932181 0.2 -0.2 0.2 -0.217
C -2.752171 -0.690340 -1.867009 0.1 -0.2 0.1 -0.302
C 0.033117 -1.667136 4.355363 0.0 -0.2 0.2 -0.037
C 3.106238 1.401896 0.232041 -0.2 0.3 -0.1 -0.221
C 2.984154 -1.297505 0.933640 -0.4 -0.4 0.2 -0.211
H 2.230416 -1.373794 -2.318043 0.2 0.2 0.1 -0.063
H 0.029066 -2.112219 0.947956 -0.1 0.0 0.6 0.023
H 2.818890 2.219197 -0.439053 0.1 -0.1 0.1 0.053
H 0.058629 -2.256483 5.273030 0.0 0.2 -0.2 0.130
H -2.111045 -1.476177 -2.273886 -0.2 0.2 0.0 -0.062
H 4.181722 1.204846 0.127485 -0.3 0.0 0.0 0.079
H 2.627539 -2.303115 0.700201 0.2 0.0 0.1 0.052
H 0.056416 -3.438425 3.163224 0.0 0.2 -0.2 0.128
H 2.761799 -1.075112 1.984368 0.0 0.0 -0.3 0.066
H 4.070498 -1.238142 0.789821 -0.3 0.0 -0.2 0.080
H 0.026589 0.177256 5.409342 0.0 0.2 -0.3 0.126
H -2.563076 -2.412545 0.715770 -0.1 0.0 0.1 0.055
H 2.907077 1.712673 1.266840 0.0 -0.2 -0.2 0.066
H -3.784921 -1.061102 -1.849997 0.2 0.2 0.2 0.078
H 2.751909 0.312744 -2.510938 0.0 -0.1 0.1 0.028
H -4.247837 1.038846 0.070506 0.3 0.1 0.0 0.078
H -2.680902 0.189383 -2.500400 -0.2 -0.1 -0.1 -0.004
H -2.991797 1.616497 1.201700 -0.1 -0.1 -0.1 0.062
H -2.923208 2.100929 -0.503345 -0.1 -0.2 0.1 0.047
H -0.013442 1.583660 3.322925 0.0 -0.8 -0.2 0.113
H 3.854560 -0.885045 -1.784144 -0.1 0.1 0.2 0.077
H -4.046414 -1.408861 0.793925 0.3 0.0 -0.1 0.077
H -2.736783 -1.175548 1.977430 0.0 0.0 -0.2 0.062
```
Forces are in eV/Å.

HOMO level (alpha / beta) = -15.52 / -15.89 eV
total charge = +2
lowest unoccupied orbital energy (alpha / beta) = -10.334 / -9.605 eV
total energy = -81983.4204 eV
gap between HOMO and LUMO (alpha / beta) = 0.1906 / 0.2309 Eh
spin multiplicity = 5


ORCA calculation (ωB97M-V/def2-TZVPD) on the ion C13H23N2 with charge +1.

Geometry as XYZ:
```
38
Properties=species:S:1:pos:R:3:forces:R:3:lowdin_charge:R:1
N -0.247430 0.041859 1.478201 0.3 0.5 -1.2 -0.028
N -2.903970 0.459940 0.605209 -0.8 -2.7 4.1 0.152
C 1.875806 1.773650 0.026159 -1.2 2.0 2.7 -0.191
C 0.626472 -0.944437 0.684279 -1.3 0.8 -0.1 -0.179
C 0.005190 -1.149579 -0.713403 2.1 0.2 -0.9 -0.331
C -0.758916 1.049454 0.918287 -0.8 0.2 0.8 0.097
C 0.544392 -2.455918 -1.264264 -1.9 -2.0 0.1 -0.045
C 0.742892 2.106454 -0.968210 -0.2 0.0 2.8 -0.107
C -0.659335 1.949802 -0.249754 1.3 -2.2 -0.5 -0.217
C -1.478194 -1.222620 -0.896053 -0.7 1.9 4.7 -0.082
C -0.685717 -0.462091 2.771849 0.9 -1.2 -2.8 0.049
C 2.107099 -0.671347 0.764208 0.1 1.0 -2.7 -0.087
C -2.365026 0.032253 -0.592115 1.3 1.6 -1.7 -0.437
C 2.618637 0.467418 -0.219559 -1.6 0.1 2.2 -0.136
C -1.793454 1.385457 -1.102202 -1.1 0.5 -0.3 -0.091
H 0.257125 -2.483549 -2.335417 -0.3 -0.5 0.7 0.105
H 1.385171 1.849572 1.114494 1.5 -0.3 -2.0 0.147
H 1.597947 -2.563408 -1.331989 1.1 0.0 0.6 0.067
H -2.654722 2.120029 -1.069374 1.1 -0.9 -0.8 0.155
H -0.859308 -1.483077 2.627828 -0.6 -1.7 -0.1 0.093
H -1.523928 -0.039343 3.112189 -3.0 2.1 1.2 0.070
H 0.916139 1.389971 -1.691922 -0.4 -0.9 -2.3 0.064
H 0.447918 -0.443635 -1.423512 -0.4 0.4 0.3 0.121
H -1.868775 -1.933619 -0.167925 -0.1 -0.7 -0.3 0.135
H 2.610014 -1.573095 0.452078 0.3 -0.4 0.3 0.116
H -3.184872 -0.143981 -1.254766 -1.2 -0.1 -0.5 0.152
H 0.338360 -1.800359 1.243064 0.4 -1.3 0.3 0.127
H -1.347263 1.130084 -2.030667 0.0 0.6 -1.4 0.112
H -1.772167 -1.439455 -1.844907 -0.2 -1.2 -2.7 0.098
H 2.427512 -0.357366 1.721583 0.1 -0.1 1.2 0.112
H 2.419905 0.261056 -1.242484 0.6 -0.8 -0.9 0.094
H 0.091332 -0.427582 3.419218 2.4 0.6 2.2 0.087
H 0.877730 3.138670 -1.298212 -0.4 -0.3 -0.3 0.131
H 0.060198 -3.337741 -0.642997 1.1 1.4 -1.5 0.144
H -0.794656 2.917066 0.119797 -1.0 1.5 0.7 0.136
H 2.493962 2.672466 0.004229 0.6 -0.5 0.1 0.111
H -3.193128 -0.425838 1.244173 1.0 2.3 -1.4 0.142
H 3.647065 0.612824 0.032898 0.8 -0.1 -0.4 0.111
```
Forces are in eV/Å.

HOMO level (alpha / beta) = -13.33 / -12.84 eV
total charge = +1
lowest unoccupied orbital energy (alpha / beta) = -4.543 / -4.722 eV
total energy = -16821.7438 eV
gap between HOMO and LUMO (alpha / beta) = 0.3228 / 0.2983 Eh
spin multiplicity = 1


| no. | M (g/mol) |
| --- | --- |
| 1 | 600.85 |
| 2 | 475.72 |
| 3 | 566.02 |
| 4 | 207.34 |